# 1
94
Properties=species:S:1:pos:R:3 method="wB97M-V/def2-TZVPD" homo_ev=-10.2 max_force_ev_per_a=2.6 e_above_lowest_ev=0.868 lumo_energy_ev=-4.9 charge=+1 total_energy_ha=-4868.8064
C -1.3144 1.3152 -3.7515
C -1.9767 0.3569 -4.7501
Cl -2.5720 1.2548 -6.2017
C -1.0776 -0.8257 -5.2589
Cl -1.9610 -2.3558 -4.9789
N 0.2749 -0.8572 -4.7323
C 0.7294 -1.6132 -3.5472
C 1.2167 -0.7428 -2.3665
C 1.2869 -1.6489 -1.1030
S 2.6334 -1.0294 -0.0391
C 1.9194 -0.3875 1.4954
S 2.1395 -1.2387 2.8533
N 1.2061 0.8599 1.5987
C -0.2353 0.6944 1.5544
C -0.9616 0.2727 0.4578
C -2.3250 0.1244 0.5426
C -3.0274 0.3916 1.7040
C -2.2865 0.8012 2.8050
C -0.9275 0.9587 2.7172
C 1.7020 1.8751 0.7230
C 0.8931 2.7306 -0.0114
C 1.4306 3.7162 -0.8165
C 2.7918 3.8810 -0.9546
C 3.6088 3.0352 -0.2217
C 3.0725 2.0781 0.6011
C 1.1975 -0.1816 -5.4028
N 2.5345 -0.1027 -5.1268
C 3.1117 0.6287 -6.0401
N 2.2037 1.0886 -6.9343
I 2.3711 2.2448 -8.5981
N 1.0321 0.5781 -6.4981
H -1.8972 2.2417 -3.7194
H -1.3911 0.8643 -2.7535
H -0.2807 1.5811 -3.9943
H -2.8433 -0.0782 -4.2490
H -1.0225 -0.7236 -6.3482
H -0.0146 -2.3212 -3.1758
H 1.5941 -2.2100 -3.8699
H 2.2416 -0.4078 -2.5582
H 0.6178 0.1564 -2.1926
H 1.5860 -2.6527 -1.4331
H 0.3244 -1.7450 -0.5951
H -0.4731 0.0619 -0.4884
H -2.9150 -0.1796 -0.3254
H -4.1045 0.3038 1.7968
H -2.8315 0.9905 3.7263
H -0.3905 1.3041 3.6048
H -0.1905 2.6734 0.0436
H 0.7653 4.3885 -1.3563
H 3.2297 4.6352 -1.6027
H 4.6914 3.1263 -0.2870
H 3.7489 1.4311 1.1604
H 4.1612 0.8798 -6.1499
H 0.1686 0.7916 -6.9892
C -5.2471 0.6448 6.9249
C -6.1824 -0.5332 7.0161
O -6.4628 -0.8086 5.6519
C -5.3726 -0.4085 4.9477
O -5.1444 -0.7234 3.8232
O -4.5714 0.3897 5.6892
F -7.3336 -0.2064 7.6455
H -5.7819 1.5932 6.8582
H -4.5450 0.6925 7.7536
H -5.7510 -1.4194 7.4850
C 6.9936 -2.0462 -5.6559
C 5.9539 -2.3159 -4.5967
O 6.2127 -1.3029 -3.6424
C 6.7398 -0.2482 -4.3295
O 6.8253 0.8531 -3.9038
O 7.1408 -0.6240 -5.5741
F 6.1355 -3.5237 -4.0168
H 7.9470 -2.5251 -5.4295
H 6.6730 -2.3502 -6.6498
H 4.9207 -2.2327 -4.9446
C -4.6397 -2.9823 1.7620
C -3.5575 -4.0064 1.9765
O -4.2918 -5.1655 2.3197
C -5.5061 -5.0554 1.6962
O -6.2643 -5.9512 1.5452
O -5.7186 -3.7844 1.2678
F -2.7526 -3.6708 3.0152
H -4.9424 -2.4951 2.6879
H -4.3577 -2.2190 1.0400
H -2.9441 -4.2113 1.0957
C 1.9729 3.0097 6.7555
C 1.5575 1.8055 7.5605
O 0.1678 1.7205 7.2920
C -0.0179 2.2487 6.0502
O -0.9997 2.1030 5.3983
O 1.0664 2.9549 5.6499
F 1.7386 2.0069 8.8866
H 1.8251 3.9426 7.3015
H 3.0055 2.9568 6.4190
H 2.0433 0.8737 7.2650

# 2
85
Properties=species:S:1:pos:R:3 method="wB97M-V/def2-TZVPD" s_squared=0.75 homo_ev="-4.3 / -4.3" max_force_ev_per_a=1.8 e_above_lowest_ev=1.143 multiplicity=2 lumo_energy_ev="2.2 / 0.7" charge=-1 total_energy_ha=-2917.9042
Hg 1.1475 -0.3551 0.3511
C 1.4384 -2.7232 5.6803
N 1.8796 -1.4827 5.0956
C 2.4025 -0.5183 6.0454
C 2.4467 0.7567 5.2166
N 1.3366 0.5450 4.3138
C 1.0682 1.5495 3.3222
C 1.2083 -0.7988 4.0733
N 0.5707 -1.2443 3.0644
C 0.3131 -2.6335 2.8074
C -0.7378 -2.7875 1.6916
N -0.1178 -2.9941 0.4106
C -0.7223 -3.3627 -0.6488
N -0.0307 -3.5951 -1.8194
C 1.2702 -3.0338 -2.0687
C -0.9576 -3.6046 -2.9296
C -2.2404 -4.0799 -2.2625
N -2.0725 -3.6349 -0.8925
C -2.9972 -4.1988 0.0592
H 2.0810 -2.9236 6.5377
H 1.5504 -3.5460 4.9774
H 0.3981 -2.6794 6.0338
H 3.3838 -0.8389 6.4047
H 1.7268 -0.4106 6.9099
H 3.3931 0.8291 4.6620
H 2.3079 1.6618 5.8113
H 0.9312 2.5034 3.8309
H 0.1527 1.3057 2.7862
H 1.8928 1.6412 2.6062
H -0.0899 -3.1336 3.6958
H 1.2339 -3.1453 2.5037
H -1.3342 -1.8677 1.6780
H -1.3817 -3.6328 1.9589
H 1.8748 -3.1126 -1.1686
H 1.2028 -1.9813 -2.3703
H 1.7485 -3.6060 -2.8643
H -0.6125 -4.2728 -3.7242
H -1.0713 -2.5924 -3.3409
H -2.3286 -5.1767 -2.3192
H -3.1392 -3.6328 -2.6974
H -3.9620 -4.3434 -0.4321
H -3.1512 -3.5209 0.8950
H -2.6598 -5.1732 0.4405
O -1.7555 2.6464 1.9963
C -1.7055 2.3587 0.8187
N -2.4150 3.0282 -0.1588
C -2.1207 2.5307 -1.4762
C -1.2043 1.3217 -1.0791
O -0.7401 0.5273 -1.8836
N -1.0167 1.3387 0.2261
C -1.2771 3.4678 -2.3190
C -0.9844 4.7595 -1.8977
C -0.1738 5.5776 -2.6646
C 0.3596 5.1119 -3.8529
C 0.0604 3.8304 -4.2844
C -0.7645 3.0162 -3.5321
C -3.3766 2.1688 -2.2451
C -3.4808 1.0285 -3.0307
C -4.6341 0.7844 -3.7585
C -5.6994 1.6668 -3.7087
C -5.6056 2.8007 -2.9202
C -4.4522 3.0506 -2.2006
H -2.8447 3.9164 0.0250
H -1.3672 5.1319 -0.9570
H 0.0483 6.5809 -2.3263
H 1.0171 5.7433 -4.4325
H 0.4783 3.4610 -5.2103
H -0.9767 2.0110 -3.8614
H -2.6598 0.3281 -3.0627
H -4.6961 -0.1058 -4.3683
H -6.5998 1.4733 -4.2755
H -6.4287 3.4999 -2.8642
H -4.3795 3.9456 -1.6005
F 6.5358 2.1578 0.0905
C 5.5514 1.2091 0.0968
C 4.5783 1.2288 -1.0116
F 4.1044 2.3519 -1.5482
C 4.2112 -0.0305 -1.3462
F 3.3251 -0.3488 -2.3035
C 4.9698 -1.0189 -0.6062
S 4.8382 -2.6444 -0.7289
C 5.8255 -0.2641 0.3239
F 7.0809 -0.7410 0.5739
C 5.1951 0.5749 1.4343
F 3.8261 0.3662 1.6045

# 3
80
Properties=species:S:1:pos:R:3 method="wB97M-V/def2-TZVPD" s_squared=8.83 homo_ev="-11.4 / -12.7" max_force_ev_per_a=4.1 e_above_lowest_ev=0.000 multiplicity=6 lumo_energy_ev="-5.7 / -9.2" charge=+2 total_energy_ha=-2782.7676
Ir -0.2616 -1.0593 -3.3689
C -1.6671 2.4341 -1.2073
C -1.7722 1.7087 -2.3391
C -1.3022 2.3025 -3.6502
C -0.2065 1.7606 -4.6184
C 0.7779 0.9172 -3.8050
C 1.1125 1.6073 -2.5543
C 0.7354 2.9166 -2.0740
C -0.5430 3.3440 -1.0472
C 0.5217 -2.6031 -2.3948
H -2.2855 2.3245 -0.3225
H -2.3871 0.7862 -2.4265
H -1.1995 3.4054 -3.4724
H -2.2428 2.1728 -4.2092
H -0.6244 1.1702 -5.4903
H 0.3023 2.5993 -5.1251
H 1.6491 0.5548 -4.4485
H 1.7670 0.9523 -1.9617
H 0.6173 3.7110 -2.8593
H 1.5698 3.1626 -1.3877
H -0.2502 3.3659 0.0336
H -0.8121 4.4192 -1.2479
H 1.2980 -2.2740 -1.6581
H 0.9770 -3.1468 -3.2653
H -0.2608 -3.2192 -1.8649
P 1.6673 -1.2621 -6.0045
P -2.1028 -0.4623 -6.1025
N 3.0628 -0.2518 -6.5861
N 2.1892 -2.6503 -7.1777
N -2.1800 1.2542 -6.9837
N -3.6292 -0.8796 -6.9643
C 0.4973 -0.5007 -7.2464
C -0.9054 -1.1847 -7.3430
C 4.2724 0.0352 -5.9231
C 5.0226 0.9274 -6.7133
C 4.2585 1.1896 -7.8885
C 3.0844 0.4703 -7.7766
C 2.4356 -4.0019 -6.9316
C 2.9234 -4.6233 -8.1028
C 3.0049 -3.5996 -9.0974
C 2.5528 -2.4203 -8.5079
C -2.7764 2.3928 -6.4192
C -2.9372 3.4035 -7.3863
C -2.4633 2.8800 -8.6191
C -1.9861 1.5750 -8.3412
C -4.2956 -0.2412 -8.0161
C -5.2169 -1.1115 -8.5930
C -5.1640 -2.3322 -7.8351
C -4.2029 -2.1627 -6.8380
H 0.8485 -0.3654 -8.2975
H 0.3532 0.5287 -6.8681
H -1.3134 -1.1108 -8.3787
H -0.7526 -2.2438 -7.0856
H 4.4978 -0.4018 -4.9530
H 6.0078 1.3554 -6.5332
H 4.4775 1.7848 -8.7677
H 2.2977 0.4724 -8.5103
H 2.2464 -4.4181 -5.9527
H 3.1644 -5.6734 -8.2693
H 3.3172 -3.7027 -10.1338
H 2.4896 -1.4353 -8.9255
H -3.0662 2.3981 -5.3773
H -3.2449 4.4393 -7.2342
H -2.3850 3.4531 -9.5406
H -1.6664 0.8170 -9.0441
H -4.0936 0.7798 -8.3247
H -5.8166 -0.8494 -9.4611
H -5.7687 -3.2153 -8.0242
H -3.8636 -2.8199 -6.0407
F -3.0247 -1.9938 -1.2915
C -2.0303 -1.5204 -0.4842
C -0.8319 -1.0183 -1.0283
C -0.0322 -0.4364 -0.0306
F 1.1506 0.1357 -0.3254
C -0.2819 -0.3695 1.3538
F 0.4821 0.3842 2.1819
C -1.3754 -1.0633 1.8382
F -1.6453 -1.1532 3.1599
C -2.2780 -1.6241 0.9061
F -3.3793 -2.2969 1.2874

# 4
80
Properties=species:S:1:pos:R:3 method="wB97M-V/def2-TZVPD" homo_ev="-11.9 / -11.9" max_force_ev_per_a=3.2 lumo_energy_ev="-9.0 / -9.5" charge=+2 total_energy_ha=-2893.0269
Sn -1.7016 5.0030 0.0609
C -1.9073 1.8245 3.9672
C -0.8867 1.7058 3.1112
C -0.6941 0.6969 2.0069
C -1.3985 0.9020 0.6551
C -2.9012 0.9735 0.6752
C -3.7173 0.6988 1.6959
C -3.3660 -0.0244 2.9620
C -3.0696 0.9102 4.1531
C -3.8659 4.8295 -0.3751
H -1.8765 2.6471 4.6852
H -0.0652 2.4403 3.1791
H -0.8361 -0.3325 2.3510
H 0.3751 0.7894 1.7877
H -0.9802 1.8040 0.1698
H -1.1350 0.0630 -0.0143
H -3.3441 1.2913 -0.2793
H -4.7748 0.9916 1.6198
H -2.5313 -0.7156 2.8240
H -4.2463 -0.6263 3.2229
H -3.9707 1.5097 4.3443
H -2.9077 0.3116 5.0626
H -4.5093 5.3415 0.3568
H -4.0416 3.7485 -0.3940
H -4.0693 5.2760 -1.3584
P 0.6196 -2.2033 -2.9560
P 3.0262 -1.3149 -0.9249
N -0.8086 -3.2454 -2.9218
N 0.9459 -2.4771 -4.6908
N 2.6256 -2.2129 0.5495
N 4.7135 -1.0550 -0.4822
C 1.8219 -3.4619 -2.3071
C 3.1905 -2.8278 -1.9667
C -2.0250 -2.8356 -2.3516
C -2.9007 -3.9126 -2.3682
C -2.2134 -5.0207 -2.9669
C -0.9300 -4.5910 -3.2847
C 0.9181 -1.4182 -5.6119
C 1.2561 -1.9113 -6.8668
C 1.4888 -3.3201 -6.7279
C 1.3117 -3.6346 -5.3847
C 1.6016 -1.7463 1.3780
C 1.4087 -2.6588 2.4083
C 2.3232 -3.7381 2.1953
C 3.0322 -3.4570 1.0353
C 5.6426 -1.8843 0.1602
C 6.9123 -1.3440 -0.0059
C 6.7674 -0.1330 -0.7683
C 5.4196 0.0253 -1.0485
H 1.9708 -4.2864 -3.0258
H 1.3494 -3.8873 -1.4036
H 3.8225 -3.5870 -1.4813
H 3.7057 -2.4914 -2.8824
H -2.1246 -1.8180 -1.9917
H -3.9116 -3.9116 -1.9900
H -2.6108 -6.0065 -3.1476
H -0.0980 -5.1367 -3.7070
H 0.6582 -0.4250 -5.2685
H 1.3331 -1.3307 -7.7767
H 1.7440 -4.0178 -7.5150
H 1.4333 -4.5848 -4.8800
H 1.1266 -0.8110 1.1261
H 0.6947 -2.5506 3.2126
H 2.4510 -4.6097 2.8228
H 3.7839 -4.0481 0.5252
H 5.3351 -2.7765 0.6828
H 7.8338 -1.7611 0.3720
H 7.5609 0.5354 -1.0699
H 4.8726 0.7854 -1.5913
F -0.5231 8.2092 1.6668
C -1.3105 7.4188 2.4385
C -1.8311 6.2113 1.9548
C -2.6482 5.5388 2.8486
F -2.9883 4.2463 2.5314
C -3.1206 6.0555 4.0632
F -4.1673 5.5033 4.7189
C -2.5423 7.2288 4.5364
F -2.9076 7.7420 5.7283
C -1.6068 7.8842 3.7358
F -1.0113 9.0006 4.2056

# 5
86
Properties=species:S:1:pos:R:3 method="wB97M-V/def2-TZVPD" homo_ev=-3.8 max_force_ev_per_a=2.0 e_above_lowest_ev=2.056 lumo_energy_ev=1.8 charge=-1 total_energy_ha=-3700.0871
K -0.4210 -1.7648 -0.9828
O 1.8785 -1.3011 -4.9369
C 1.3736 -0.1555 -5.4237
C 1.9010 0.3467 -6.6148
C 1.4101 1.5212 -7.1518
C 0.3838 2.2122 -6.5127
C -0.1409 1.7101 -5.3341
C 0.3354 0.5297 -4.7662
C -0.2380 -0.0173 -3.4874
O 0.2662 -1.1086 -3.0315
N -1.2375 0.6765 -2.9913
N -1.7926 0.1355 -1.8421
C -2.8436 0.7470 -1.4593
C -3.6556 0.4014 -0.2858
C -4.6365 1.3228 0.0767
C -5.4947 1.1223 1.1476
C -5.3717 -0.0557 1.8706
C -4.4043 -0.9930 1.5423
C -3.5167 -0.7942 0.4746
O -2.5823 -1.6683 0.1367
H 1.3394 -1.4519 -4.0922
H 2.6951 -0.2089 -7.0978
H 1.8247 1.8992 -8.0793
H -0.0027 3.1316 -6.9341
H -0.9399 2.2220 -4.8150
H -3.1830 1.6097 -2.0418
H -4.7224 2.2273 -0.5176
H -6.2485 1.8580 1.3978
H -6.0413 -0.2607 2.6992
H -4.3294 -1.9036 2.1206
C -1.4123 -3.1644 5.2102
N -1.9294 -1.8907 4.7428
C -3.2422 -1.4794 4.8885
C -3.3582 -0.2838 4.2977
N -2.1092 0.0359 3.7702
C -1.2026 -0.9595 4.0720
S 0.4558 -0.9879 3.8524
C -1.9222 1.1378 2.8873
C -2.5296 2.3530 3.1867
C -2.3967 3.3821 2.2732
C -1.6729 3.1668 1.1099
C -1.1094 1.9162 0.9168
N -1.2276 0.9192 1.7931
H -1.6838 -3.3068 6.2561
H -0.3315 -3.1476 5.1076
H -1.8072 -3.9788 4.6040
H -3.9779 -2.0895 5.3810
H -4.2174 0.3412 4.1430
H -3.0757 2.4892 4.1100
H -2.8559 4.3427 2.4693
H -1.5624 3.9360 0.3578
H -0.5678 1.6881 0.0036
C 3.1758 1.4584 3.0448
N 3.3223 0.6892 1.7855
C 3.8832 -0.6711 2.0226
C 2.0078 0.6344 0.9724
C 2.3518 0.7740 -0.4678
C 2.3762 2.0742 -0.9964
C 2.9326 2.3731 -2.2190
C 3.5666 1.3318 -2.9125
C 3.5536 0.0441 -2.4424
C 2.8586 -0.3034 -1.2487
H 4.1197 1.4458 3.5865
H 2.3879 0.9964 3.6359
H 2.8972 2.4803 2.7965
H 3.9671 1.1843 1.1688
H 3.1695 -1.2347 2.6177
H 4.8323 -0.5671 2.5456
H 4.0219 -1.1709 1.0673
H 1.4192 1.4758 1.3275
H 1.5331 -0.3022 1.2456
H 1.9327 2.8700 -0.4015
H 2.8949 3.3755 -2.6223
H 4.0645 1.5364 -3.8530
H 4.0518 -0.7367 -2.9973
I -2.2721 -3.5718 1.2014
I -1.8084 -6.1195 2.5068
N 3.0760 -3.2150 -2.6734
N 3.5918 -2.6246 -1.4893
N 3.5386 -3.6456 -0.4790
C 2.5770 -3.2833 0.3282
N 1.9671 -2.1070 0.1619
N 2.6848 -1.5989 -0.9443
H 3.0534 -2.5150 -3.4053
H 2.1303 -3.5591 -2.5084
H 2.2720 -3.9270 1.1445